# 1
A structure of composition C26H29Br2CsIN5O2S2, computed with wB97M-V/def2-TZVPD.

Its total energy is -7694.70460 Ha. The value obtained for the energy above the lowest of the compared OMol25 structures with the same formula, charge and spin is 1.1 kcal per mole. As for the HOMO-LUMO gap: 7.08 eV. Its HOMO energy is -7.1 eV. The max |F| is 0.0022 hartree/bohr.

Each line ends with the Mulliken charge.
Atoms and positions in Å:
Cs  -1.049  -0.902  -2.066  1.213
O  1.725  -2.159  -2.240  -0.388
S  2.596  -1.057  -1.850  0.603
O  3.813  -0.876  -2.604  -0.762
N  1.660  0.201  -1.764  -0.114
C  2.094  1.477  -1.533  -0.540
C  3.367  1.870  -1.153  -0.566
C  3.679  3.215  -0.887  -1.084
C  2.746  4.206  -0.999  -0.988
C  1.435  3.866  -1.404  1.680
C  0.425  4.840  -1.581  -0.735
C  -0.821  4.467  -1.990  -0.671
C  -1.064  3.096  -2.209  -0.413
N  -0.164  2.159  -2.049  -0.071
C  1.094  2.515  -1.663  0.339
C  3.107  -1.459  -0.187  0.223
C  2.142  -1.802  0.751  -0.517
C  2.522  -2.121  2.044  -0.981
C  3.867  -2.101  2.397  -0.591
C  4.827  -1.762  1.456  -0.606
C  4.449  -1.439  0.158  -0.094
H  4.147  1.127  -1.080  0.407
H  4.691  3.461  -0.591  0.397
H  2.992  5.242  -0.803  0.398
H  0.664  5.881  -1.395  0.411
H  -1.610  5.190  -2.146  0.385
H  -2.052  2.772  -2.529  0.436
H  1.094  -1.813  0.476  0.721
H  1.766  -2.380  2.775  0.515
H  4.165  -2.352  3.408  0.402
H  5.875  -1.751  1.729  0.401
H  5.182  -1.184  -0.596  0.572
Br  -4.547  0.792  -1.529  -0.114
C  -5.537  -0.868  -1.435  -0.517
Br  -4.410  -2.417  -1.579  -0.073
H  -6.240  -0.872  -2.257  0.381
H  -6.037  -0.891  -0.476  0.313
C  -1.284  2.779  1.306  -0.691
N  -0.958  1.411  1.699  0.251
C  0.449  1.051  1.565  -1.469
C  -1.897  0.448  1.803  -0.088
S  -1.552  -1.176  1.505  -0.041
N  -3.147  0.857  2.170  0.291
C  -4.265  -0.064  2.084  -0.925
C  -3.327  1.911  3.162  -1.239
H  -0.604  3.078  0.509  -0.020
H  -1.175  3.485  2.133  0.243
H  -2.302  2.827  0.927  0.400
H  1.047  1.939  1.768  0.374
H  0.682  0.690  0.561  0.457
H  0.704  0.271  2.278  0.544
H  -4.162  -0.688  1.201  0.118
H  -5.184  0.522  2.021  0.374
H  -4.314  -0.720  2.958  0.353
H  -2.366  2.223  3.561  0.428
H  -3.923  1.517  3.987  0.412
H  -3.842  2.782  2.750  0.299
I  -1.105  -4.251  -4.408  0.102
C  -0.597  -4.500  -2.388  -0.067
C  0.659  -4.985  -2.061  -0.522
C  0.969  -5.091  -0.718  -0.119
C  0.022  -4.724  0.227  -0.657
C  -1.201  -4.252  -0.215  -0.325
N  -1.511  -4.133  -1.510  -0.139
H  1.377  -5.227  -2.831  0.378
H  1.949  -5.435  -0.414  0.396
H  0.233  -4.781  1.286  0.420
H  -1.964  -3.933  0.485  0.490

# 2
A structure of composition C26H29F6N2O7S4Zr, computed with wB97M-V/def2-TZVPD.

Its total energy is -3882.56098 Ha. The value obtained for the energy above the lowest of the compared OMol25 structures with the same formula, charge and spin is 0.8 kcal per mole. As for the HOMO-LUMO gap: 8.59 eV. Its HOMO energy is -17.3 eV. Its charge is +3. The max |F| is 0.0042 hartree/bohr.

Each line ends with the Mulliken charge.
Atoms and positions in Å:
Zr  0.395  0.117  0.067  1.552
F  4.688  -1.236  -1.018  -0.144
C  4.772  0.073  -1.175  0.526
F  5.618  0.601  -0.334  -0.140
F  5.043  0.387  -2.415  -0.133
S  3.064  0.729  -0.780  0.883
O  2.054  0.069  -1.634  -0.417
O  2.685  0.322  0.596  -0.617
N  3.205  2.252  -0.967  -0.503
S  1.921  3.131  -0.633  0.960
O  0.779  2.202  -0.300  -0.609
O  2.138  4.183  0.276  -0.537
C  1.398  3.797  -2.287  0.675
F  1.239  2.769  -3.111  -0.147
F  0.243  4.413  -2.111  -0.186
F  2.317  4.614  -2.727  -0.162
O  0.721  0.517  2.233  -0.295
C  -0.118  0.871  3.393  -0.632
C  -0.981  -0.306  3.780  -0.933
C  -1.752  -0.895  2.587  0.194
C  -2.414  0.178  1.773  0.242
C  -3.693  0.617  2.078  -0.890
C  -4.246  1.679  1.383  -0.571
C  -3.500  2.286  0.380  -1.068
C  -2.244  1.799  0.110  -0.490
N  -1.696  0.766  0.788  0.944
H  1.659  0.576  2.463  0.192
H  -0.701  1.739  3.092  0.258
H  0.552  1.168  4.196  0.556
H  -1.680  0.045  4.542  0.451
H  -0.376  -1.088  4.239  0.452
H  -2.506  -1.590  2.954  0.800
H  -1.075  -1.483  1.962  -0.929
H  -4.245  0.124  2.867  0.594
H  -5.240  2.032  1.622  0.487
H  -3.886  3.126  -0.180  0.552
H  -1.633  2.252  -0.661  0.440
O  -0.637  -0.231  -1.610  0.300
S  -1.858  -0.271  -2.602  0.213
C  -1.820  -1.991  -3.181  -1.174
C  -1.337  -2.959  -2.098  -0.356
C  0.158  -3.261  -2.217  -0.192
C  0.683  -4.070  -1.022  -1.271
S  1.683  -3.040  0.065  0.202
O  0.680  -1.851  0.373  -0.116
C  1.798  -3.967  1.536  0.953
C  0.673  -4.487  2.181  -0.048
C  0.860  -5.239  3.323  -0.980
C  2.150  -5.477  3.800  -0.439
C  3.258  -4.954  3.152  -0.772
C  3.089  -4.183  2.011  -0.482
C  -1.363  0.674  -3.981  0.838
C  -0.192  0.394  -4.689  0.104
C  0.135  1.197  -5.763  -0.869
C  -0.698  2.257  -6.120  -0.544
C  -1.856  2.529  -5.407  -0.748
C  -2.196  1.737  -4.319  -0.546
H  -1.206  -2.038  -4.080  0.511
H  -2.855  -2.174  -3.474  0.543
H  -1.898  -3.888  -2.205  0.649
H  -1.577  -2.572  -1.104  -0.081
H  0.730  -2.337  -2.334  -0.047
H  0.329  -3.838  -3.127  0.604
H  1.370  -4.865  -1.321  0.626
H  -0.115  -4.517  -0.430  0.544
H  -0.327  -4.309  1.804  0.289
H  0.007  -5.658  3.839  0.456
H  2.285  -6.081  4.687  0.444
H  4.252  -5.147  3.530  0.445
H  3.945  -3.770  1.492  0.477
H  0.451  -0.430  -4.406  0.226
H  1.031  0.998  -6.335  0.474
H  -0.439  2.871  -6.973  0.461
H  -2.499  3.347  -5.701  0.468
H  -3.106  1.926  -3.762  0.486

# 3
A structure of composition C26H29FN4S2Ti in a non-equilibrium geometry, computed with wB97M-V/def2-TZVPD.

Its total energy is -2972.88200 Ha. The value obtained for the energy above the lowest of the compared OMol25 structures with the same formula, charge and spin is 25.0 kcal per mole. As for the HOMO-LUMO gap (spin up / spin down): 5.92 / 6.10 eV. Its HOMO energy (spin up / spin down) is -6.1 / -6.2 eV. The max |F| is 0.0470 hartree/bohr.

Each line ends with the natural charge from an NBO analysis.
Atoms and positions in Å:
Ti  -0.502  -0.220  -1.521  1.488
C  -4.333  3.596  -1.900  -0.750
S  -4.317  1.942  -2.659  0.284
C  -2.640  1.468  -2.512  -0.082
S  -2.264  -0.074  -3.211  -0.197
N  -1.783  2.237  -1.925  -0.373
N  -0.553  1.649  -1.816  -0.441
C  0.473  2.121  -2.510  -0.107
C  1.528  1.208  -2.722  0.107
C  2.743  1.513  -3.360  -0.193
C  3.667  0.516  -3.571  -0.206
C  3.392  -0.778  -3.106  -0.288
C  2.187  -1.022  -2.477  0.048
N  1.254  -0.078  -2.299  -0.644
H  -4.869  4.263  -2.569  0.225
H  -3.301  3.907  -1.779  0.262
H  -4.831  3.554  -0.938  0.217
H  0.435  3.102  -2.976  0.215
H  2.926  2.527  -3.683  0.223
H  4.591  0.724  -4.087  0.217
H  4.103  -1.578  -3.246  0.223
H  1.945  -2.016  -2.104  0.204
C  3.474  -0.524  2.151  -0.595
C  2.547  0.082  1.095  -0.239
C  3.256  1.197  0.324  -0.598
C  1.283  0.641  1.704  -0.026
C  1.343  1.630  2.672  -0.211
C  0.189  2.203  3.170  -0.202
C  -1.038  1.760  2.723  -0.204
C  -1.151  0.742  1.781  -0.039
C  -2.570  0.286  1.481  -0.235
C  -2.826  -0.456  0.167  -0.501
C  -3.063  -0.578  2.651  -0.592
C  0.029  0.190  1.251  0.204
N  -0.037  -0.779  0.234  -0.757
C  -0.152  -2.091  0.511  0.111
C  0.031  -2.695  1.772  -0.222
C  -0.167  -4.050  1.938  -0.198
C  -0.538  -4.872  0.880  -0.253
C  -0.701  -4.322  -0.384  -0.235
C  -0.511  -2.970  -0.529  0.285
F  -0.718  -2.351  -1.776  -0.321
H  4.304  -1.035  1.667  0.210
H  2.943  -1.244  2.771  0.207
H  3.882  0.250  2.797  0.199
H  2.268  -0.707  0.385  0.215
H  3.597  1.968  1.009  0.200
H  2.566  1.648  -0.389  0.218
H  4.115  0.808  -0.218  0.210
H  2.297  1.970  3.040  0.210
H  0.248  2.994  3.902  0.213
H  -1.939  2.214  3.110  0.207
H  -3.178  1.199  1.456  0.213
H  -2.705  -1.538  0.280  0.220
H  -2.138  -0.094  -0.617  0.105
H  -3.849  -0.266  -0.164  0.239
H  -2.470  -1.490  2.725  0.209
H  -4.104  -0.849  2.493  0.207
H  -2.986  -0.037  3.590  0.214
H  0.324  -2.066  2.601  0.225
H  -0.031  -4.480  2.919  0.218
H  -0.703  -5.926  1.032  0.222
H  -0.975  -4.925  -1.236  0.237